(1)
The following is a DFT calculation (ωB97M-V with the def2-TZVPD basis set) of a 7-piece molecular cluster, C36H42N7O5 overall in a non-equilibrium geometry.

Geometry as ORCA input:
```
! RIJCOSX wB97M-V def2-TZVPD def2/J DEFGRID3
* xyz -1 1
N 0.53 1.76 3.05
C 0.27 2.93 2.14
C -0.68 4.06 2.78
O -1.83 4.42 1.98
C -3.06 4.19 2.70
O -4.13 4.08 1.74
C -4.53 2.72 1.53
C -5.85 2.37 2.42
O -5.38 1.57 3.54
C -0.20 2.35 0.73
O 0.73 2.18 -0.15
O -1.47 1.97 0.39
H 0.03 0.93 2.73
H 0.33 1.99 4.03
H 1.31 3.41 1.98
H -0.04 5.02 2.86
H -0.98 3.81 3.87
H -3.26 5.14 3.32
H -3.01 3.31 3.43
H -3.72 1.94 1.74
H -4.85 2.54 0.44
H -6.38 3.34 2.73
H -6.61 1.80 1.76
H -6.13 1.40 4.15
N -0.37 2.25 -5.56
C 0.50 3.27 -5.50
C 0.98 3.81 -4.32
C 0.54 3.27 -3.12
C -0.36 2.22 -3.15
C -0.78 1.75 -4.38
H 0.81 3.67 -6.47
H 1.69 4.64 -4.34
H 0.90 3.66 -2.18
H -0.72 1.77 -2.23
H -1.48 0.92 -4.45
N 0.97 -0.85 4.81
C 1.78 -0.87 5.88
C 2.62 -1.92 6.19
C 2.64 -3.02 5.35
C 1.81 -3.03 4.23
C 1.00 -1.92 4.01
H 1.73 0.02 6.51
H 3.26 -1.88 7.07
H 3.28 -3.87 5.55
H 1.79 -3.87 3.55
H 0.34 -1.88 3.15
N 2.48 -5.00 -0.57
C 1.36 -4.62 0.05
C 0.88 -3.32 0.04
C 1.60 -2.36 -0.64
C 2.77 -2.72 -1.29
C 3.16 -4.05 -1.23
H 0.83 -5.41 0.57
H -0.04 -3.07 0.56
H 1.26 -1.33 -0.67
H 3.36 -2.00 -1.83
H 4.07 -4.39 -1.72
N -1.38 6.85 -10.31
C -1.66 5.89 -9.42
C -0.94 5.68 -8.25
C 0.14 6.50 -8.00
C 0.46 7.50 -8.91
C -0.33 7.63 -10.04
H -2.52 5.26 -9.66
H -1.22 4.89 -7.57
H 0.73 6.37 -7.10
H 1.30 8.17 -8.74
H -0.12 8.40 -10.78
N -3.45 -3.94 -4.03
C -2.39 -4.15 -3.24
C -1.79 -3.17 -2.48
C -2.31 -1.88 -2.53
C -3.41 -1.64 -3.34
C -3.94 -2.69 -4.07
H -2.01 -5.17 -3.24
H -0.93 -3.40 -1.86
H -1.87 -1.08 -1.95
H -3.85 -0.65 -3.41
H -4.80 -2.55 -4.71
N 3.63 -6.20 6.41
C 4.44 -6.22 7.48
C 5.29 -7.27 7.79
C 5.30 -8.37 6.94
C 4.47 -8.38 5.83
C 3.67 -7.27 5.60
H 4.39 -5.34 8.11
H 5.92 -7.23 8.67
H 5.95 -9.22 7.15
H 4.46 -9.22 5.15
H 3.01 -7.23 4.74
*
```

Computed properties:
E_LUMO	1.93	eV
largest force on an atom	5.31	eV/A
total energy	-2156.419259	hartree
HOMO	-4.6	eV

Löwdin atomic charge list, values in e, 8 entries:
1 N 0.014
2 C -0.262
3 C -0.168
4 O -0.134
5 C -0.237
6 O -0.129
7 C -0.178
8 C -0.218

***

(2)
The following is a DFT calculation (ωB97M-V with the def2-TZVPD basis set) of C36H43Cl4MoN4O6S2 as an isolated structure in a non-equilibrium geometry.

Geometry as ORCA input:
```
! RIJCOSX wB97M-V def2-TZVPD def2/J DEFGRID3
* xyz 3 3
Mo -0.56 -0.62 -0.44
O 1.53 1.83 0.17
Cl 0.16 1.47 0.21
O -0.60 2.26 1.11
O -0.12 -1.15 1.04
O -0.43 1.60 -1.15
C 5.68 -0.89 0.46
C 5.42 -0.26 -0.91
C 6.34 -0.91 -1.96
C 5.73 1.24 -0.85
C 3.99 -0.51 -1.31
C 3.24 0.44 -2.01
C 1.87 0.30 -2.09
N 1.21 -0.73 -1.53
C 1.95 -1.79 -1.12
C 3.32 -1.70 -0.99
C 1.16 -3.01 -0.87
C 1.74 -4.27 -0.76
C 0.98 -5.41 -0.54
C -0.40 -5.20 -0.42
C -0.93 -3.92 -0.56
N -0.18 -2.84 -0.82
C 1.58 -6.80 -0.46
C 3.10 -6.75 -0.27
C 0.97 -7.60 0.69
C 1.26 -7.51 -1.79
H 6.65 -0.58 0.83
H 5.69 -1.98 0.42
H 4.93 -0.57 1.18
H 7.37 -0.69 -1.70
H 6.14 -0.51 -2.95
H 6.21 -1.99 -1.99
H 6.66 1.38 -0.31
H 4.94 1.79 -0.34
H 5.86 1.66 -1.84
H 3.70 1.31 -2.44
H 1.27 1.06 -2.58
H 3.88 -2.53 -0.60
H 2.81 -4.35 -0.84
H -1.07 -6.02 -0.21
H -2.00 -3.77 -0.46
H 3.35 -6.17 0.62
H 3.60 -6.35 -1.14
H 3.47 -7.76 -0.12
H 1.13 -7.10 1.64
H 1.46 -8.57 0.73
H -0.09 -7.78 0.55
H 1.67 -6.97 -2.64
H 0.19 -7.63 -1.93
H 1.71 -8.50 -1.77
Cl -5.18 4.82 6.86
C -4.78 4.77 5.20
C -3.53 4.26 4.80
C -3.22 4.21 3.45
C -4.12 4.66 2.49
C -3.75 4.63 1.02
C -4.31 3.38 0.31
N -3.63 2.13 0.57
C -3.59 1.41 1.73
C -2.85 0.30 1.48
N -2.43 0.32 0.17
C -2.93 1.44 -0.34
O -2.36 4.73 0.81
C -1.90 6.05 1.01
C -0.41 6.13 1.04
C 0.29 7.32 0.75
Cl -0.37 8.78 0.26
S 2.01 7.13 0.97
C 1.78 5.50 1.42
C 0.46 5.11 1.41
C -5.35 5.19 2.91
Cl -6.50 5.77 1.75
C -5.68 5.23 4.25
H -2.83 3.91 5.54
H -2.28 3.80 3.12
H -4.25 5.49 0.54
H -4.26 3.56 -0.77
H -5.36 3.29 0.61
H -4.09 1.74 2.62
H -2.59 -0.52 2.13
H -2.79 1.76 -1.36
H -2.28 6.44 1.97
H -2.29 6.71 0.21
H 2.62 4.89 1.69
H 0.13 4.12 1.65
H -6.64 5.64 4.56
C -3.89 -1.65 -2.33
S -2.56 -0.86 -3.28
C -2.05 -2.31 -4.23
O -1.45 -0.73 -2.22
H -4.63 -2.06 -3.01
H -4.37 -0.91 -1.70
H -3.46 -2.44 -1.71
H -2.84 -2.59 -4.92
H -1.82 -3.14 -3.56
H -1.16 -2.05 -4.81
*
```

Computed properties:
E_LUMO (spin up / spin down)	-8.07 / -10.77	eV
largest force on an atom	1.91	eV/A
energy above the lowest of the compared OMol25 structures with the same formula, charge and spin	61.9	kcal per mole
total energy	-4772.302681	hartree
HOMO (spin up / spin down)	-14.8 / -14.8	eV

Löwdin atomic charge list, values in e, 8 entries:
1 Mo 1.699
2 O -0.320
3 Cl 0.738
4 O -0.345
5 O -0.371
6 O -0.465
7 C -0.029
8 C -0.550

***

(3)
The following is a DFT calculation (ωB97M-V with the def2-TZVPD basis set) of a 6-piece molecular cluster, C36H43N6O13P2S overall in a non-equilibrium geometry.

Geometry as ORCA input:
```
! RIJCOSX wB97M-V def2-TZVPD def2/J DEFGRID3
* xyz 1 1
C -0.09 10.21 -0.41
C 0.01 8.81 -1.28
O -1.22 8.47 -2.02
P -1.22 6.75 -2.46
O -2.09 6.45 -3.75
C 0.61 6.24 -2.64
C 0.84 4.70 -3.21
S 2.66 4.29 -2.82
P 2.87 4.13 -0.65
N 4.40 4.26 -0.15
O -1.82 5.87 -1.03
C -2.96 5.03 -1.43
C -3.38 4.11 -0.11
H 1.02 10.67 -0.38
H -0.35 9.96 0.72
H -0.78 11.03 -0.88
H 0.96 8.93 -1.99
H 0.18 7.95 -0.48
H 1.07 6.23 -1.54
H 1.27 6.99 -3.26
H 0.15 3.90 -2.70
H 0.68 4.71 -4.40
H 3.36 5.42 -3.30
H 2.08 5.15 0.05
H 2.29 2.83 -0.32
H 5.00 4.42 -1.00
H -3.88 5.70 -1.72
H -2.73 4.32 -2.35
H -2.45 3.47 0.28
H -3.68 4.82 0.80
H -4.28 3.38 -0.36
C 5.26 -2.45 1.15
C 3.90 -2.14 1.27
C 3.35 -1.10 0.52
C 4.18 -0.37 -0.35
C 5.54 -0.68 -0.46
C 6.08 -1.72 0.29
N 3.61 0.71 -1.16
O 2.40 0.96 -1.02
O 4.36 1.31 -1.94
H 5.68 -3.27 1.73
H 3.27 -2.72 1.94
H 2.30 -0.87 0.62
H 6.19 -0.12 -1.13
H 7.13 -1.97 0.21
C -3.68 -1.20 -4.60
C -4.44 -0.03 -4.55
C -4.82 0.50 -3.32
C -4.42 -0.14 -2.14
C -3.66 -1.32 -2.19
C -3.30 -1.85 -3.43
N -4.79 0.43 -0.84
O -5.48 1.47 -0.83
O -4.39 -0.15 0.18
H -3.39 -1.61 -5.57
H -4.74 0.46 -5.47
H -5.41 1.42 -3.29
H -3.35 -1.83 -1.28
H -2.71 -2.76 -3.47
C 3.73 -6.39 -3.18
C 4.19 -5.23 -2.57
C 4.76 -5.28 -1.30
C 4.88 -6.52 -0.65
C 4.42 -7.69 -1.26
C 3.84 -7.62 -2.53
N 5.52 -6.59 0.67
O 5.90 -5.53 1.18
O 5.63 -7.70 1.20
H 3.28 -6.34 -4.17
H 4.09 -4.27 -3.08
H 5.12 -4.36 -0.84
H 4.50 -8.66 -0.77
H 3.48 -8.53 -3.01
C 4.41 -7.64 4.16
C 4.18 -8.94 3.70
C 3.39 -9.81 4.45
C 2.83 -9.37 5.66
C 3.07 -8.07 6.13
C 3.87 -7.21 5.37
N 1.97 -10.28 6.43
O 1.80 -11.43 6.00
O 1.47 -9.84 7.48
H 5.03 -6.96 3.58
H 4.61 -9.27 2.76
H 3.21 -10.82 4.08
H 2.64 -7.72 7.06
H 4.06 -6.20 5.73
C -6.43 2.46 1.78
C -6.70 2.74 3.12
C -7.90 3.36 3.48
C -8.83 3.69 2.48
C -8.56 3.41 1.13
C -7.35 2.79 0.79
N -10.11 4.31 2.85
O -10.30 4.56 4.05
O -10.91 4.55 1.94
H -5.49 1.97 1.51
H -5.98 2.48 3.89
H -8.10 3.58 4.53
H -9.27 3.66 0.35
H -7.13 2.57 -0.25
*
```

Computed properties:
E_LUMO	-4.63	eV
largest force on an atom	5.90	eV/A
total energy	-3784.262336	hartree
HOMO	-11.1	eV

Löwdin atomic charge list, values in e, 8 entries:
1 C -0.092
2 C -0.314
3 O -0.258
4 P 0.800
5 O -0.342
6 C -0.314
7 C -0.394
8 S 0.817

***

(4)
The following is a DFT calculation (ωB97M-V with the def2-TZVPD basis set) of C36H44AsF3N5OPbTe as an isolated structure in a non-equilibrium geometry.

Geometry as ORCA input:
```
! RIJCOSX wB97M-V def2-TZVPD def2/J DEFGRID3
* xyz -1 1
Pb -0.33 0.26 -1.27
O 0.27 -4.17 -0.45
C -0.15 -3.00 -0.47
N -0.01 -2.11 -1.44
C 0.73 -2.58 -2.60
C 2.08 -1.95 -2.83
C 2.87 -2.40 -3.89
C 4.10 -1.82 -4.12
C 4.53 -0.80 -3.28
C 3.68 -0.41 -2.26
N 2.49 -0.96 -2.04
C -1.00 -2.57 0.72
C -2.05 -3.42 1.06
C -2.78 -3.17 2.20
C -2.43 -2.07 2.98
C -1.37 -1.28 2.56
N -0.66 -1.52 1.46
H 0.87 -3.67 -2.52
H 0.13 -2.39 -3.50
H 2.51 -3.20 -4.52
H 4.73 -2.16 -4.93
H 5.49 -0.33 -3.41
H 3.95 0.39 -1.58
H -2.26 -4.27 0.43
H -3.60 -3.81 2.50
H -2.95 -1.84 3.90
H -1.06 -0.43 3.15
N 1.05 2.43 1.05
C 1.41 3.70 0.45
C 0.17 4.55 0.16
C -0.70 4.20 -1.07
N -1.40 2.91 -1.01
H 0.52 2.55 1.90
H 1.86 1.85 1.26
H 1.94 3.51 -0.49
H 2.07 4.29 1.09
H 0.50 5.58 0.01
H -0.47 4.53 1.06
H -0.07 4.18 -1.96
H -1.40 5.04 -1.18
H -2.03 2.81 -1.80
H -1.94 2.82 -0.16
F -8.74 2.45 2.97
C -8.25 1.20 3.07
F -7.97 1.00 4.38
F -9.29 0.37 2.79
C -7.07 0.96 2.20
C -6.55 1.97 1.40
C -5.42 1.73 0.64
C -4.79 0.48 0.67
C -5.34 -0.54 1.46
C -6.47 -0.30 2.21
C -3.58 0.26 -0.05
C -2.52 0.10 -0.63
H -7.02 2.94 1.38
H -4.99 2.52 0.03
H -4.86 -1.50 1.47
H -6.89 -1.08 2.83
C 1.90 -0.37 4.24
C 3.07 -0.78 3.36
As 2.44 -1.59 1.64
C 4.24 -2.09 0.95
C 5.41 -2.30 1.91
C 1.84 -3.33 2.38
C 2.86 -4.23 3.08
H 2.23 0.07 5.19
H 1.28 -1.24 4.47
H 1.27 0.36 3.72
H 3.72 -1.47 3.90
H 3.67 0.10 3.11
H 4.52 -1.30 0.24
H 4.08 -2.99 0.34
H 5.67 -1.37 2.41
H 6.30 -2.63 1.36
H 5.20 -3.04 2.67
H 1.42 -3.87 1.53
H 1.01 -3.12 3.05
H 3.64 -4.53 2.39
H 2.37 -5.14 3.43
H 3.31 -3.74 3.94
Te -1.18 0.41 -4.06
C 0.02 2.04 -4.69
C -0.23 2.66 -5.91
C 0.53 3.74 -6.34
C 1.56 4.22 -5.56
C 1.84 3.60 -4.35
C 1.09 2.52 -3.93
H -1.05 2.30 -6.52
H 0.31 4.19 -7.30
H 2.15 5.07 -5.89
H 2.65 3.98 -3.72
H 1.33 2.03 -2.99
*
```

Computed properties:
E_LUMO	2.46	eV
largest force on an atom	1.26	eV/A
energy above the lowest of the compared OMol25 structures with the same formula, charge and spin	21.7	kcal per mole
total energy	-4743.500960	hartree
HOMO	-4.2	eV

Löwdin atomic charge list, values in e, 8 entries:
1 Pb 0.815
2 O -0.040
3 C -0.558
4 N -0.112
5 C -0.221
6 C -0.266
7 C -0.024
8 C -0.080

***

(5)
The following is a DFT calculation (ωB97M-V with the def2-TZVPD basis set) of C36H44Cl4CrGeN3O2PSb as an isolated structure in a non-equilibrium geometry.

Geometry as ORCA input:
```
! RIJCOSX wB97M-V def2-TZVPD def2/J DEFGRID3
* xyz 0 6
Cr 0.62 -0.71 -0.31
Cl 0.72 -0.91 2.05
C 2.35 -0.64 2.62
C 2.61 -1.02 3.93
C 3.89 -0.90 4.43
C 4.90 -0.41 3.63
C 4.63 -0.02 2.33
C 3.34 -0.10 1.80
P 3.02 0.41 0.06
C 3.41 2.20 -0.02
C 3.89 2.96 1.04
C 4.06 4.33 0.88
C 3.73 4.95 -0.32
C 3.27 4.19 -1.38
C 3.11 2.82 -1.23
C 4.55 -0.29 -0.68
C 4.68 -1.68 -0.64
C 5.80 -2.29 -1.18
C 6.80 -1.52 -1.77
C 6.67 -0.14 -1.82
C 5.55 0.47 -1.28
H 1.80 -1.43 4.53
H 4.08 -1.20 5.45
H 5.91 -0.35 4.01
H 5.43 0.34 1.70
H 4.10 2.51 2.00
H 4.43 4.92 1.71
H 3.84 6.02 -0.43
H 3.00 4.65 -2.32
H 2.73 2.22 -2.05
H 3.89 -2.28 -0.20
H 5.90 -3.37 -1.14
H 7.66 -2.00 -2.20
H 7.43 0.46 -2.29
H 5.45 1.55 -1.34
C -0.71 3.39 0.35
C -0.03 2.07 0.57
O 0.84 1.97 1.43
O -0.42 1.07 -0.16
H -1.19 3.73 1.27
H -1.44 3.31 -0.46
H 0.06 4.12 0.08
Cl -0.24 1.59 -3.34
Ge 0.30 -0.45 -2.71
Cl -0.64 -1.58 -4.34
Cl 2.43 -0.47 -3.34
N 1.06 -2.55 -0.41
C 1.16 -3.71 -0.39
C 1.10 -5.08 -0.33
C 2.25 -5.90 -0.28
N 3.19 -6.57 -0.25
C -0.20 -5.64 -0.32
N -1.28 -6.04 -0.30
C -2.62 -2.76 1.07
C -3.29 -2.28 -0.22
C -2.59 -2.89 -1.42
C -4.78 -2.57 -0.23
Sb -2.92 -0.01 -0.32
C -4.14 0.96 -2.00
C -3.64 2.39 -2.10
C -5.62 0.87 -1.68
C -3.80 0.19 -3.27
C -3.71 0.86 1.64
C -4.97 0.14 2.08
C -2.59 0.69 2.65
C -3.99 2.34 1.43
H -2.69 -3.85 1.13
H -3.10 -2.34 1.96
H -1.56 -2.49 1.08
H -2.63 -3.98 -1.35
H -1.54 -2.60 -1.46
H -3.06 -2.59 -2.36
H -4.92 -3.66 -0.22
H -5.25 -2.19 -1.14
H -5.29 -2.15 0.63
H -3.90 2.96 -1.21
H -4.12 2.88 -2.95
H -2.57 2.42 -2.26
H -5.86 1.32 -0.72
H -5.97 -0.16 -1.68
H -6.17 1.42 -2.45
H -2.73 0.21 -3.48
H -4.31 0.66 -4.12
H -4.13 -0.85 -3.21
H -4.78 -0.90 2.34
H -5.75 0.17 1.32
H -5.37 0.64 2.98
H -2.36 -0.37 2.83
H -2.89 1.13 3.61
H -1.68 1.18 2.32
H -4.85 2.50 0.76
H -3.13 2.86 1.02
H -4.24 2.80 2.39
*
```

Computed properties:
E_LUMO (spin up / spin down)	0.17 / -2.68	eV
largest force on an atom	2.19	eV/A
energy above the lowest of the compared OMol25 structures with the same formula, charge and spin	10.7	kcal per mole
total energy	-7256.794601	hartree
HOMO (spin up / spin down)	-7.9 / -8.2	eV

Löwdin atomic charge list, values in e, 8 entries:
1 Cr 0.066
2 Cl 0.830
3 C -0.554
4 C -0.095
5 C -0.065
6 C -0.059
7 C -0.081
8 C -0.340